21
Properties=species:S:1:pos:R:3:forces:R:3:lowdin_spin:R:1 method="wB97M-V/def2-TZVPD" spin_multiplicity=3 lumo_ev="-9.509 / -12.555" total_charge=+2 homo_lumo_gap_ev="3.5 / 4.2" e_above_lowest_ev=1.986
C -1.6837 2.3454 0.1125 0.888 -1.163 0.572 0.4924
C 1.2282 0.2684 -0.9200 -1.360 -0.339 -0.003 0.0236
C -1.4981 1.0732 -0.0030 -0.345 -0.716 -0.839 0.1135
C -0.5208 0.2139 0.7643 -1.072 1.341 0.880 0.0318
C -0.4198 -1.5000 -1.0133 -0.392 -0.700 -1.133 0.0047
C 1.1288 -1.5384 0.8175 0.826 -0.492 0.329 0.0107
N 2.4265 0.5441 -0.8730 1.437 -0.600 1.129 0.3434
N 0.3533 -0.6558 -0.0766 1.248 0.156 -0.099 0.0382
S -1.8989 3.9373 0.0863 -0.641 2.123 0.198 0.3267
I 4.0782 0.1254 0.1461 -0.727 0.376 -0.658 0.5415
H -2.1991 0.5297 -0.6425 -0.031 -0.340 0.011 0.0312
H 0.6227 0.7473 -1.6819 -0.176 0.233 -0.179 0.0101
H 0.1223 0.8446 1.3842 0.021 -0.156 -0.053 0.0025
H -1.1115 -0.4354 1.4226 0.377 -0.261 -0.143 0.0015
H -0.8746 -0.9077 -1.8054 -0.044 0.128 0.198 0.0016
H 0.2489 -2.2192 -1.4855 0.099 0.034 0.092 0.0005
H -1.1930 -2.0529 -0.4813 0.058 0.207 0.188 0.0013
H 1.6412 -0.9679 1.5899 -0.218 0.143 0.043 0.0049
H 0.4667 -2.2584 1.2983 -0.107 0.173 -0.102 0.0027
H 1.8676 -2.0923 0.2396 -0.104 -0.083 -0.113 0.0028
H -2.7848 3.9986 1.1211 0.262 -0.064 -0.315 0.0143